86
Properties=species:S:1:pos:R:3:mulliken_charge:R:1 method="wB97M-V/def2-TZVPD" gap_ev="3.65 / 3.61" spin_multiplicity=2 s2=0.815 charge=-1
Co 0.166 -2.334 0.525 0.383
S -1.917 -3.018 4.341 -0.369
C -0.234 -3.203 4.658 -0.608
C 0.536 -3.013 3.555 -0.399
C -0.202 -2.692 2.372 0.712
C -1.547 -2.663 2.670 -0.355
C -2.514 -2.399 1.657 1.714
C -3.902 -2.471 1.835 -1.248
C -4.737 -2.165 0.786 -0.606
C -4.171 -1.802 -0.432 -1.378
C -2.795 -1.767 -0.539 -0.025
N -1.960 -2.043 0.468 0.344
H 0.083 -3.444 5.662 0.475
H 1.614 -3.082 3.588 0.356
H -4.287 -2.769 2.801 0.443
H -5.813 -2.203 0.904 0.404
H -4.781 -1.554 -1.289 0.543
H -2.350 -1.491 -1.482 0.255
Se 2.526 -1.877 1.166 -0.161
Te 3.618 -4.122 0.873 -0.448
Te 1.556 -5.795 1.486 -0.308
Se -0.155 -4.767 0.004 -0.247
C -1.628 0.957 1.797 -1.771
P -0.250 1.426 0.736 1.330
C -0.614 1.010 -0.955 -0.307
N -1.459 2.080 -1.149 0.447
C -2.126 2.172 -2.327 -0.309
C -2.962 3.258 -2.621 -0.619
C -3.621 3.321 -3.839 -0.570
C -3.469 2.309 -4.779 -0.645
C -2.646 1.225 -4.507 -0.316
C -1.961 1.144 -3.294 0.070
N -1.163 0.057 -3.036 0.109
C -0.497 -0.029 -1.884 -1.171
P 0.377 -1.659 -1.642 1.456
C -0.553 -2.789 -2.752 -1.813
C 1.927 -1.403 -2.706 2.160
C 1.617 -1.071 -4.168 -1.889
C 2.746 -2.696 -2.635 -1.280
C 2.730 -0.245 -2.109 -1.707
C 0.030 3.264 1.105 1.938
C 0.781 3.339 2.439 -1.865
C -1.290 4.025 1.278 -1.764
C 0.868 3.896 -0.010 -1.584
H -1.562 1.461 2.761 0.533
H -1.616 -0.119 1.947 -0.133
H -2.543 1.241 1.281 0.537
H -3.076 4.052 -1.893 0.383
H -4.259 4.170 -4.056 0.384
H -3.990 2.365 -5.727 0.373
H -2.520 0.419 -5.220 0.436
H -0.985 -2.234 -3.579 0.339
H -1.328 -3.311 -2.194 0.508
H 0.147 -3.542 -3.108 0.380
H 1.149 -1.908 -4.687 0.311
H 2.561 -0.846 -4.676 0.532
H 0.963 -0.207 -4.257 0.296
H 2.338 -3.467 -3.289 0.360
H 2.775 -3.093 -1.619 -0.197
H 3.775 -2.500 -2.949 0.491
H 2.155 0.685 -2.169 0.297
H 3.660 -0.107 -2.668 0.632
H 2.983 -0.447 -1.067 0.203
H 0.284 2.758 3.219 0.267
H 0.802 4.381 2.767 0.611
H 1.808 2.988 2.358 0.256
H -1.815 3.710 2.181 0.306
H -1.937 3.887 0.422 0.119
H -1.062 5.090 1.380 0.591
H 1.837 3.406 -0.101 0.226
H 1.040 4.952 0.213 0.511
H 0.342 3.825 -0.962 0.309
C 4.676 0.933 3.795 -1.706
C 3.458 0.755 2.940 1.044
C 3.462 1.021 1.556 -1.581
C 2.333 0.925 0.810 -1.252
N 1.082 0.610 1.395 1.731
C 1.121 0.154 2.730 -0.028
C 2.249 0.240 3.470 -1.301
H 5.501 1.341 3.212 0.411
H 4.996 -0.022 4.222 0.298
H 4.479 1.615 4.628 0.317
H 4.389 1.278 1.058 0.303
H 2.314 1.075 -0.260 0.701
H 0.221 -0.312 3.103 0.465
H 2.221 -0.139 4.485 0.364

---

116
Properties=species:S:1:pos:R:3:mulliken_charge:R:1 method="wB97M-V/def2-TZVPD" gap_ev=9.37 smiles="CC(C)[C@H](C)CONS(=O)(=O)F.O=C1OC[C@@H](F)O1.O=C1OC[C@@H](F)O1.O=C1OC[C@@H](F)O1.O=C1OC[C@@H](F)O1.O=C1OC[C@@H](F)O1.O=C1OC[C@@H](F)O1.O=C1OC[C@@H](F)O1.O=C1OC[C@@H](F)O1.O=C1OC[C@@H](F)O1" charge=0
C 0.274 -0.668 -1.786 -0.782
C 0.513 -0.490 -3.398 0.237
C -0.308 -1.612 -4.322 -1.148
C 0.279 1.040 -3.964 0.179
C 1.162 2.184 -3.130 -0.667
C -1.304 1.456 -4.154 -0.691
O -2.037 1.675 -2.898 0.035
N -2.656 0.564 -2.462 -0.352
S -4.205 0.299 -3.225 1.037
O -4.218 -1.218 -3.659 -0.590
O -4.504 1.225 -4.430 -0.509
F -5.392 0.418 -1.950 -0.344
H 1.210 -1.035 -1.187 0.226
H -0.568 -1.503 -1.649 0.259
H -0.183 0.302 -1.262 0.115
H 1.665 -0.734 -3.592 0.424
H -1.457 -1.639 -4.101 0.167
H -0.045 -1.324 -5.445 0.291
H 0.200 -2.673 -4.143 0.390
H 0.746 1.049 -5.063 0.386
H 2.154 2.441 -3.741 0.291
H 1.525 1.812 -2.080 -0.113
H 0.573 3.212 -3.057 0.228
H -1.874 0.715 -4.897 0.298
H -1.296 2.506 -4.719 0.289
H -2.833 0.696 -1.431 0.323
O 1.247 0.834 0.258 -0.543
C 1.839 1.857 0.560 0.533
O 2.974 1.890 1.322 -0.311
C 3.412 3.234 1.328 -0.319
C 2.160 3.983 1.027 0.342
F 2.429 5.113 0.334 -0.292
O 1.445 3.106 0.186 -0.207
H 4.182 3.368 0.560 0.283
H 3.835 3.504 2.299 0.182
H 1.556 4.221 1.909 0.267
O 3.827 4.095 5.122 -0.570
C 3.667 2.892 5.247 0.541
O 3.282 2.060 4.232 -0.123
C 3.342 0.746 4.748 -0.008
C 3.213 0.969 6.216 0.289
F 3.897 0.030 6.908 -0.181
O 3.842 2.214 6.416 -0.315
H 4.298 0.290 4.471 -0.048
H 2.531 0.130 4.348 0.343
H 2.179 1.017 6.574 0.161
O 5.440 -1.111 4.348 -0.714
C 6.557 -1.097 4.838 0.678
O 6.832 -1.445 6.132 -0.167
C 8.239 -1.422 6.262 -0.219
C 8.650 -0.500 5.166 0.351
F 9.861 -0.846 4.673 -0.304
O 7.683 -0.725 4.166 -0.329
H 8.632 -2.436 6.133 0.234
H 8.536 -1.055 7.248 0.139
H 8.650 0.559 5.446 0.298
O 6.800 -3.976 7.565 -0.531
C 5.827 -4.497 7.046 0.695
O 5.659 -4.635 5.696 -0.295
C 4.483 -5.398 5.515 -0.409
C 3.744 -5.160 6.788 0.341
F 3.006 -6.241 7.127 -0.299
O 4.771 -5.007 7.741 -0.290
H 4.752 -6.450 5.372 0.276
H 3.924 -5.057 4.640 0.268
H 3.113 -4.265 6.780 0.250
O 8.731 -1.077 9.015 -0.620
C 8.243 -0.212 9.723 0.658
O 7.282 -0.446 10.668 -0.274
C 7.086 0.777 11.350 -0.434
C 7.556 1.782 10.354 0.333
F 8.093 2.858 10.971 -0.288
O 8.583 1.106 9.664 -0.282
H 7.683 0.779 12.268 0.288
H 6.034 0.914 11.615 0.276
H 6.786 2.104 9.644 0.275
O -1.213 5.518 -2.567 -0.560
C -2.381 5.499 -2.917 0.689
O -3.439 5.401 -2.055 -0.271
C -4.607 5.546 -2.838 -0.103
C -4.138 5.147 -4.195 0.587
F -4.807 5.824 -5.155 -0.301
O -2.791 5.565 -4.215 -0.313
H -4.945 6.587 -2.796 0.275
H -5.409 4.901 -2.469 -0.142
H -4.192 4.071 -4.391 0.099
O -8.676 -2.284 -8.265 -0.562
C -7.559 -2.270 -7.775 0.647
O -7.285 -2.618 -6.481 -0.339
C -5.878 -2.595 -6.351 -0.019
C -5.467 -1.672 -7.447 0.405
F -4.256 -2.018 -7.940 -0.287
O -6.434 -1.898 -8.447 -0.320
H -5.485 -3.609 -6.480 0.225
H -5.581 -2.227 -5.365 -0.001
H -5.467 -0.614 -7.167 0.294
O -7.257 5.596 -0.608 -0.546
C -7.417 4.394 -0.483 0.691
O -7.802 3.562 -1.498 -0.296
C -7.742 2.247 -0.982 0.174
C -7.871 2.471 0.486 0.230
F -7.187 1.532 1.178 -0.284
O -7.242 3.716 0.686 -0.300
H -6.786 1.791 -1.259 -0.150
H -8.553 1.632 -1.382 0.279
H -8.905 2.519 0.844 0.313
O -3.926 -7.546 -8.306 -0.544
C -4.893 -6.991 -8.801 0.635
O -5.713 -6.130 -8.125 -0.287
C -6.618 -5.610 -9.077 -0.347
C -6.608 -6.657 -10.138 0.317
F -6.814 -6.110 -11.357 -0.285
O -5.292 -7.159 -10.093 -0.292
H -6.253 -4.641 -9.434 0.202
H -7.611 -5.471 -8.639 0.301
H -7.320 -7.472 -9.971 0.277

---

88
Properties=species:S:1:pos:R:3:mulliken_charge:R:1 method="wB97M-V/def2-TZVPD" gap_ev=5.13 charge=-1
C 4.684 3.771 0.537 -0.802
C 4.100 3.339 -0.805 -0.402
S 2.583 2.333 -0.638 -0.167
C 2.972 0.861 -1.615 -0.832
Nb 1.371 -0.762 -1.620 -1.286
O -0.001 -2.268 -1.620 -0.733
I 1.623 -0.828 -4.426 -0.337
C -0.191 0.864 -1.780 0.340
C -1.328 0.496 -2.782 -0.752
C -2.751 0.584 -2.206 0.537
C -2.862 -0.082 -0.833 -1.107
C -3.396 1.983 -2.275 -1.483
C -2.906 3.040 -1.274 -0.395
C -3.885 3.506 -0.208 -0.861
C -5.066 2.943 0.195 0.642
C -5.220 1.589 0.812 -0.607
C -6.324 3.769 0.078 -1.340
C 1.359 -0.831 0.662 0.536
F 1.343 -2.176 1.024 -0.336
F 2.487 -0.330 1.264 -0.307
C 0.160 -0.210 1.390 1.119
F -0.006 -0.732 2.653 -0.352
F 0.320 1.128 1.542 -0.251
H 3.947 3.900 1.326 0.335
H 5.476 3.116 0.891 0.043
H 5.138 4.755 0.387 0.330
H 3.847 4.207 -1.410 0.324
H 4.832 2.735 -1.333 0.196
H 3.945 0.448 -1.353 0.687
H 3.051 1.187 -2.652 0.693
H 2.776 -1.948 -1.546 0.047
H -0.468 -2.337 -0.780 0.194
H -0.648 1.206 -0.853 -0.270
H 0.318 1.738 -2.190 0.488
H -1.250 1.138 -3.661 0.496
H -1.210 -0.519 -3.163 0.259
H -3.374 -0.043 -2.852 0.473
H -2.531 0.568 -0.028 0.004
H -2.263 -0.991 -0.866 0.177
H -3.892 -0.402 -0.691 0.687
H -4.474 1.840 -2.178 0.595
H -3.223 2.354 -3.286 0.460
H -2.697 3.949 -1.836 0.568
H -1.957 2.765 -0.806 0.209
H -3.579 4.414 0.315 0.341
H -4.310 1.008 0.816 -0.259
H -5.461 1.788 1.860 0.390
H -6.055 1.005 0.415 0.372
H -6.606 3.895 -0.961 0.253
H -6.137 4.757 0.519 0.345
H -7.133 3.326 0.663 0.367
H -0.764 -0.389 0.840 -0.567
C 8.515 2.196 0.814 -0.193
C 9.553 2.031 1.630 -0.397
C 9.993 0.677 2.052 0.370
O 10.939 0.529 2.797 -0.568
C 9.232 -0.484 1.530 -0.357
C 8.194 -0.321 0.714 -0.382
C 7.754 1.032 0.290 0.267
O 6.812 1.181 -0.453 -0.429
H 8.176 3.173 0.494 0.446
H 10.122 2.864 2.022 0.395
H 9.570 -1.461 1.851 0.390
H 7.624 -1.154 0.323 0.458
C -0.396 -5.556 -3.781 -0.360
C -1.425 -5.136 -3.049 -0.243
C -2.478 -6.075 -2.592 0.323
O -3.420 -5.700 -1.927 -0.555
C -2.339 -7.503 -2.978 -0.361
C -1.311 -7.923 -3.709 -0.392
C -0.257 -6.981 -4.167 0.320
O 0.678 -7.373 -4.833 -0.552
H 0.381 -4.884 -4.123 0.468
H -1.538 -4.099 -2.758 0.504
H -3.118 -8.171 -2.633 0.396
H -1.191 -8.958 -4.003 0.396
C -5.117 -0.060 5.147 -0.371
C -4.516 0.237 6.296 -0.387
C -3.055 0.038 6.475 0.348
O -2.513 0.308 7.526 -0.558
C -2.290 -0.501 5.325 -0.283
C -2.889 -0.798 4.175 -0.342
C -4.351 -0.601 3.996 0.361
O -4.896 -0.868 2.948 -0.543
H -6.180 0.077 4.994 0.426
H -5.055 0.632 7.148 0.399
H -1.226 -0.635 5.475 0.462
H -2.347 -1.191 3.323 0.482